Record 1
Here is a structure of composition C29H49Br30N4O5P in a non-equilibrium geometry from the Open Molecules 2025 dataset. Energies are from the ωB97M-V functional and the def2-TZVPD basis.

CARTESIAN COORDINATES (ANGSTROEM)
C -0.3414 -3.5771 1.9487
C 0.1962 -4.2447 0.5702
C -0.9562 -4.9527 -0.2713
C -1.9154 -3.9061 -1.0585
O -1.2246 -2.6434 -1.1412
C -1.8200 -1.7370 -2.0590
O -1.1634 -1.5347 -3.3539
C -0.2179 -2.5861 -3.6350
C 1.2417 -2.3054 -2.9970
C 2.2067 -3.5979 -3.1252
N -3.2141 -2.1231 -2.5300
C -3.8047 -0.7885 -2.8350
O -4.3346 -0.3670 -3.8630
C -3.5547 -0.0663 -1.4088
N -4.1338 1.3004 -1.3638
P -4.7242 -1.0736 -0.3022
N -3.8816 -1.9937 0.9316
O -5.6578 0.1073 0.5915
C -1.9614 -0.2840 -1.3493
C -1.4390 -0.1037 0.1522
C -1.4068 0.9822 -2.1620
C 0.2135 0.9820 -2.2810
C 0.8099 2.1937 -1.4352
C 2.3023 1.9581 -0.9211
N 2.6071 0.5476 -0.5499
C 2.2279 0.2162 0.8506
C 3.9946 0.1687 -0.8652
C 5.1566 0.8841 -0.0376
O 4.1894 -0.6740 -1.7544
H -1.3419 -3.0603 1.8237
H 0.4671 -2.8915 2.3768
H -0.4185 -4.4579 2.6835
H 0.9006 -5.0858 0.9188
H 0.8568 -3.5355 -0.0287
H -0.4515 -5.6059 -1.0706
H -1.5501 -5.5991 0.4671
H -2.0911 -4.3982 -2.0817
H -2.9307 -3.8685 -0.5576
H -0.5877 -3.6414 -3.4202
H -0.0443 -2.5549 -4.7722
H 1.7508 -1.4099 -3.4668
H 1.1451 -2.1269 -1.8666
H 2.9608 -3.4621 -3.9779
H 2.8555 -3.6982 -2.1826
H 1.6241 -4.5750 -3.2167
H -3.0881 -2.4579 -3.5077
H -5.1153 1.3164 -1.6509
H -3.9727 1.7733 -0.4705
H -3.4237 -1.3970 1.6294
H -4.5539 -2.5946 1.4314
H -6.4282 -0.4258 0.8877
H -1.4915 -1.0296 0.8033
H -0.3929 0.3190 0.2534
H -2.1333 0.6690 0.6484
H -1.7769 1.0046 -3.2483
H -1.6615 1.9747 -1.6471
H 0.5484 -0.0188 -1.8563
H 0.5733 1.0649 -3.3535
H 0.1554 2.5194 -0.5640
H 0.8529 3.0955 -2.1476
H 2.4263 2.5898 0.0377
H 3.0705 2.3883 -1.6533
H 3.1068 0.0205 1.5455
H 1.5057 0.9994 1.2714
H 1.6313 -0.7647 0.8108
H 4.7223 1.5649 0.7775
H 5.7456 0.0403 0.4657
H 5.8184 1.5314 -0.6999
C 2.2435 6.3440 -3.5442
Br 2.4874 4.5912 -4.3359
Br 1.6426 6.2246 -1.7043
Br 3.8297 7.4464 -3.7223
H 1.4536 6.8396 -4.1043
C 5.9958 -2.0934 -4.0708
Br 5.6468 -3.9511 -4.5075
Br 7.5411 -1.9044 -2.9164
Br 6.1468 -0.9964 -5.6624
H 5.1348 -1.7288 -3.5125
C -2.7821 -7.9490 -3.0947
Br -3.8761 -6.3716 -2.8284
Br -1.0171 -7.4950 -3.7569
Br -2.6928 -9.0410 -1.4954
H -3.2667 -8.5474 -3.8627
C -1.8537 4.5856 0.6020
Br -0.3819 5.1327 1.7423
Br -2.6251 2.8969 1.1684
Br -3.1998 5.9728 0.4566
H -1.4451 4.4328 -0.3954
C -3.1685 0.2573 4.9431
Br -2.4748 1.9125 5.6741
Br -3.9418 0.5120 3.1840
Br -1.8309 -1.1464 4.9415
H -3.9721 -0.0687 5.6001
C -4.9026 -2.7812 7.9226
Br -5.9291 -1.2721 7.2667
Br -4.6689 -4.1406 6.5609
Br -3.2082 -2.2236 8.6809
H -5.4788 -3.2320 8.7273
C 0.9419 2.4743 7.8645
Br -0.4456 1.2815 8.5009
Br 1.7937 1.7962 6.2602
Br 0.2805 4.2810 7.6211
H 1.7058 2.5160 8.6374
C 2.3432 6.0034 -8.5407
Br 2.2475 6.4063 -10.4342
Br 4.1733 5.7843 -7.9422
Br 1.3908 7.3151 -7.4758
H 1.8430 5.0491 -8.3923
C -2.7720 2.5875 11.9223
Br -3.1896 0.7286 11.5620
Br -1.1684 2.7703 12.9962
Br -2.6704 3.6312 10.2926
H -3.5949 2.9908 12.5079
C 7.8889 5.4610 -0.9856
Br 8.5166 3.8340 -0.1390
Br 6.1355 5.2386 -1.7869
Br 7.9348 6.9678 0.2329
H 8.5812 5.6846 -1.7940

As for the relative energy (zero: lowest compared OMol25 entry of this formula, charge and spin): 0.00 kcal/mol. The value obtained for the total energy is -2157621.819 eV. The orbital gap comes out at 7.50 eV.

Atomic partial charges in e from the Löwdin method, atoms 1 to 4: number 1, C, carries -0.12; number 2, C, carries -0.25; number 3, C, carries -0.15; number 4, C, carries -0.22



Record 2
Here is a structure of composition C29H49Cl3N3O3PdSi in a non-equilibrium geometry from the Open Molecules 2025 dataset. Energies are from the ωB97M-V functional and the def2-TZVPD basis.

CARTESIAN COORDINATES (ANGSTROEM)
C 2.7125 2.8869 -3.3497
C 2.9205 1.8741 -2.2750
H 3.6232 3.0402 -3.9419
H 2.4371 3.8547 -2.9026
H 1.8981 2.5807 -4.0227
C 4.0862 1.6886 -1.6347
C 5.3199 2.4762 -1.9022
H 4.1624 0.9397 -0.8484
H 5.1599 3.5195 -1.6089
H 5.6354 2.4596 -2.9530
H 6.1351 2.0880 -1.2862
Pd -2.1750 -1.8714 -2.0263
Cl -0.5832 -3.3998 -1.2434
Cl -1.5041 2.0326 0.4418
C 0.8743 -3.2066 1.4769
O 0.7099 -2.3711 2.3741
N 1.2752 -4.4766 1.6579
C 1.7948 -4.8515 2.9636
C 1.5489 -5.3897 0.5578
H 0.6772 -2.9434 0.4127
H 1.3813 -4.1768 3.7166
H 2.8943 -4.7966 2.9770
H 1.5028 -5.8856 3.1689
H 0.8765 -5.1620 -0.2743
H 1.3815 -6.4140 0.9074
H 2.5904 -5.3056 0.2124
H 1.3068 3.3615 1.0296
H 3.6405 1.7982 1.6714
C 1.2721 3.2329 2.1223
C 3.1262 1.6983 2.6379
N 1.6922 1.8888 2.4703
H 0.2556 3.4062 2.4786
C 0.7971 0.9468 2.9115
O -0.4007 1.1305 3.1138
H 3.3161 0.7002 3.0474
H 1.2732 -0.0440 3.0675
H 1.9718 3.9440 2.5761
H 3.5259 2.4653 3.3160
O 0.8901 1.9539 -1.0006
C 1.6461 1.1432 -1.8141
C 2.3397 -0.3270 0.1233
C 1.9939 -0.2291 -1.2213
H 2.0329 0.4935 0.7774
C 3.1508 -1.3890 0.5350
H 1.0379 0.8955 -2.7035
C 2.1466 -1.3267 -2.0667
H 3.5282 -1.3956 1.5617
C 3.4757 -2.4064 -0.3692
C 2.9220 -2.4067 -1.6565
H 1.6534 -1.2987 -3.0418
H 4.1543 -3.2032 -0.0569
H 3.1049 -3.2388 -2.3387
Si -1.6645 3.4702 -1.0563
Cl -0.9386 -0.8143 -3.5553
C -1.6681 5.1270 -0.1714
C -3.3237 3.0495 -1.8456
C -0.4301 3.4825 -2.4495
H -0.6733 5.3612 0.2293
H -2.3841 5.1369 0.6593
H -1.9469 5.9296 -0.8694
H 0.4916 3.0075 -1.9473
H -0.2199 4.4757 -2.8657
H -0.7567 2.8062 -3.2510
H -3.2103 2.2471 -2.5849
H -3.7268 3.9342 -2.3543
H -4.0544 2.7095 -1.1047
C -3.2331 -3.4069 1.1735
N -3.1466 -2.0899 1.8605
C -2.3256 -2.1481 3.1035
C -2.6889 -0.9774 0.9066
C -3.8310 -0.5865 0.0438
C -5.0535 -0.1062 0.5641
C -6.0941 0.1935 -0.3195
C -5.9389 0.0695 -1.7060
C -4.7229 -0.4098 -2.2256
C -3.7411 -0.7842 -1.3252
H -2.2831 -3.6024 0.6653
H -4.0402 -3.3680 0.4387
H -3.4374 -4.1644 1.9382
H -4.1009 -1.8381 2.1599
H -1.2640 -2.2192 2.8389
H -2.5057 -1.2315 3.6744
H -2.6432 -3.0238 3.6778
H -2.3224 -0.1662 1.5428
H -1.8265 -1.3859 0.3399
H -5.1726 0.0066 1.6472
H -7.0528 0.5310 0.0791
H -6.7474 0.3296 -2.3940
H -4.5105 -0.5281 -3.2853

As for the expectation value of S²: 2.005. As for the relative energy (zero: lowest compared OMol25 entry of this formula, charge and spin): 1.92 kcal/mol. The value obtained for the total energy is -90405.998 eV. The orbital gap (alpha / beta) comes out at 5.26 / 4.64 eV. Its charge is -1. As for the multiplicity: 3.

Atomic partial charges in e from the Löwdin method, atoms 1 to 4: number 1, C, carries -0.06; number 2, C, carries -0.21; number 3, H, carries 0.06; number 4, H, carries 0.09



Record 3
Here is a cluster of 4 separate species, C29H49N4O4 in total in a non-equilibrium geometry from the Open Molecules 2025 dataset. Energies are from the ωB97M-V functional and the def2-TZVPD basis.

CARTESIAN COORDINATES (ANGSTROEM)
C 4.6155 1.3064 1.2701
C 3.6699 1.8343 0.7509
C 2.5488 2.3253 -0.0580
C 2.8617 2.2994 -1.5964
C 4.0358 3.2920 -1.7937
C 4.3963 3.6577 -3.2408
C 5.3545 2.7247 -3.9677
C 5.2426 2.6386 -5.3590
C 6.0916 1.7957 -6.0604
C 7.0511 1.0355 -5.4111
C 7.1909 1.1383 -4.0341
C 6.3367 1.9850 -3.3293
C 1.6009 2.8630 -2.2870
C 0.9887 2.0681 -3.4668
C -0.3175 1.4062 -3.0138
C 0.6038 3.0996 -4.5544
N 1.9322 1.1229 -4.1070
O 1.4078 0.5472 -5.1267
C 2.6710 0.1868 -3.2363
C 1.8389 -1.0574 -2.8612
C 3.8605 -0.3603 -4.0934
C 3.2353 0.8306 -1.9472
H 5.4687 0.8381 1.6972
H 2.3626 3.3658 0.2236
H 1.6571 1.7159 0.0956
H 4.9188 2.9585 -1.2522
H 3.7060 4.2119 -1.2985
H 3.5129 3.8329 -3.8524
H 4.9256 4.6178 -3.1908
H 4.4961 3.2158 -5.8888
H 5.9943 1.7060 -7.1365
H 7.6963 0.3590 -5.9573
H 7.9304 0.5639 -3.4928
H 6.4758 2.0466 -2.2565
H 0.8111 2.9726 -1.5417
H 1.8114 3.8726 -2.6399
H -1.0460 2.1980 -2.8192
H -0.2260 0.8415 -2.0835
H -0.7468 0.7780 -3.7954
H 0.1456 3.9738 -4.0957
H 1.5077 3.3885 -5.0962
H -0.0742 2.6526 -5.2792
H 2.5552 -1.7541 -2.4189
H 1.4397 -1.5369 -3.7526
H 1.0764 -0.8427 -2.1134
H 4.0172 0.2546 -4.9755
H 4.7655 -0.4743 -3.5040
H 3.6030 -1.3537 -4.4681
H 4.3195 0.7707 -1.9153
H 2.8901 0.2111 -1.1170
C -1.5948 -1.6585 -0.4493
C -0.6569 -0.9355 0.4900
O 0.2237 -0.1931 0.0697
N -0.8214 -1.1368 1.8151
C -1.8012 -1.9747 2.4909
H -1.3344 -1.3946 -1.4705
H -1.5010 -2.7381 -0.3293
H -2.6279 -1.3644 -0.2612
H -0.1644 -0.6276 2.3860
H -2.4085 -1.3651 3.1558
H -1.2940 -2.7262 3.0885
H -2.4470 -2.4678 1.7702
C -3.7394 -2.0058 7.0631
C -3.0648 -2.8967 6.0541
O -2.1070 -2.5334 5.3841
N -3.5736 -4.1492 5.9020
C -4.7048 -4.7405 6.5921
H -3.2351 -1.0439 7.0744
H -4.7874 -1.8604 6.7969
H -3.6796 -2.4460 8.0593
H -3.0832 -4.7071 5.2212
H -4.3860 -5.6281 7.1417
H -5.4700 -5.0361 5.8715
H -5.1427 -4.0340 7.2890
C -6.9539 -1.4625 4.4538
C -7.5557 -1.7544 5.8091
O -6.8967 -1.6875 6.8372
N -8.8669 -2.0979 5.8514
C -9.7988 -2.2269 4.7467
H -5.9072 -1.2048 4.5865
H -7.0220 -2.3376 3.8063
H -7.4643 -0.6241 3.9793
H -9.2057 -2.2784 6.7834
H -10.6329 -1.5364 4.8791
H -10.1929 -3.2434 4.7070
H -9.3124 -2.0062 3.8030

As for the expectation value of S²: 0.754. The value obtained for the total energy is -45016.013 eV. The orbital gap (alpha / beta) comes out at 8.25 / 9.07 eV. As for the multiplicity: 2.

Atomic partial charges in e from the Löwdin method, atoms 1 to 4: number 1, C, carries 0.12; number 2, C, carries -0.13; number 3, C, carries -0.16; number 4, C, carries -0.37